Below is a structure of composition C25H21N5O4SeTi in a non-equilibrium geometry, with properties calculated with ωB97M-V/def2-TZVPD.

Last column: Mulliken charge in e.
Element x y z (Å)
Ti: -0.113 -0.877 -0.882  -0.473
C: 2.839 -0.998 0.097  -1.637
N: 1.521 -1.190 0.749  1.618
C: 1.377 -0.285 1.911  -2.027
C: -0.012 0.262 2.079  0.591
C: -0.326 1.016 3.206  -1.139
C: -1.598 1.534 3.334  -0.536
C: -2.536 1.269 2.344  -1.047
C: -2.145 0.511 1.260  -0.457
N: -0.908 0.027 1.126  1.407
C: 1.428 -2.593 1.204  -1.655
C: 0.009 -3.025 1.410  1.242
C: -0.372 -3.942 2.378  -1.179
C: -1.681 -4.397 2.382  -0.397
C: -2.560 -3.928 1.419  -0.949
C: -2.107 -3.000 0.498  -0.419
N: -0.850 -2.558 0.508  0.686
C: 2.838 0.012 -1.011  1.116
C: 3.984 0.729 -1.318  -1.151
C: 3.973 1.561 -2.424  -0.499
C: 2.824 1.635 -3.195  -0.895
C: 1.720 0.898 -2.808  -0.392
N: 1.725 0.118 -1.731  0.967
H: 3.122 -1.946 -0.366  0.484
H: 3.599 -0.743 0.842  0.420
H: 2.025 0.577 1.771  0.627
H: 1.673 -0.806 2.829  0.615
H: 0.434 1.206 3.952  0.525
H: -1.860 2.139 4.192  0.417
H: -3.546 1.646 2.404  0.480
H: -2.835 0.277 0.458  0.368
H: 2.026 -2.750 2.109  0.240
H: 1.814 -3.232 0.406  0.528
H: 0.349 -4.296 3.103  0.472
H: -2.007 -5.115 3.123  0.415
H: -3.586 -4.266 1.377  0.457
H: -2.740 -2.594 -0.281  0.538
H: 4.858 0.642 -0.688  0.462
H: 4.848 2.143 -2.680  0.414
H: 2.767 2.261 -4.073  0.453
H: 0.797 0.934 -3.374  0.495
O: -3.773 -0.260 -2.654  -0.721
C: -2.672 -0.072 -2.183  0.102
O: -1.924 -0.982 -1.644  -0.391
C: -2.058 1.304 -2.121  0.094
C: -2.715 2.388 -2.665  -0.580
C: -2.168 3.649 -2.474  -0.620
C: -1.033 3.757 -1.697  -0.777
C: -0.432 2.613 -1.172  0.318
N: -0.911 1.389 -1.429  1.156
C: 0.769 2.813 -0.218  -0.158
O: 1.039 3.984 0.051  -0.835
O: 1.284 1.765 0.233  -0.160
H: -3.634 2.216 -3.205  0.554
H: -2.637 4.528 -2.896  0.445
H: -0.574 4.702 -1.446  0.600
Se: 0.667 -2.654 -2.120  -0.211

E_HOMO (alpha / beta) in eV: -7.4 / -7.4
2S+1: 1
Calculated total energy in Ha: -4791.09848
Energy relative to the best compared isomer or geometry (same formula, charge and spin) in kcal per mole: 18.9
Frontier orbital gap (alpha / beta) in Eh: 0.26446 / 0.26444